No. 1
Density functional theory data (the ωB97M-V functional and the def2-TZVPD basis) for 2 unconnected molecules or ions with the total composition C3H10NO2 at a distorted geometry.

- lowest unoccupied orbital energy (eV) = 4.397
- total charge = -1
- multiplicity = 1
- ΔE to the lowest compared entry with this formula, charge and spin (kcal/mol) = 11.67
- calculated total energy (eV) = -8858.2876
- HOMO (eV) = -3.25

The geometry in XYZ format:
```
16
Properties=species:S:1:pos:R:3:nbo_charge:R:1
C -0.097 1.323 0.793 -0.209
N 0.992 0.369 0.879 -0.681
C 0.659 -1.099 0.972 0.115
O -0.418 -1.532 0.268 -0.941
C -1.098 1.176 -0.347 -0.640
H 0.267 2.356 0.782 0.160
H -0.630 1.256 1.754 0.161
H 1.527 0.490 0.023 0.331
H 1.536 -1.591 0.521 0.104
H 0.574 -1.261 2.062 0.092
H -0.586 1.187 -1.297 0.200
H -1.657 0.248 -0.274 0.254
H -1.802 2.014 -0.450 0.164
H 0.281 -2.265 -2.308 0.438
H 0.099 -1.365 -1.184 0.497
O 0.351 -1.305 -2.195 -1.044
```

***

No. 2
Density functional theory data (the ωB97M-V functional and the def2-TZVPD basis) for a molecular structure, Br3Fe at a distorted geometry.

- lowest unoccupied orbital energy (alpha / beta) (eV) = -0.406 / -3.269
- multiplicity = 6
- ΔE to the lowest compared entry with this formula, charge and spin (kcal/mol) = 0.00
- calculated total energy (eV) = -244516.1772
- HOMO (alpha / beta) (eV) = -10.67 / -10.27

The geometry in XYZ format:
```
4
Properties=species:S:1:pos:R:3:lowdin_spin:R:1
Fe 17.433 1.405 30.444 4.073
Br 18.931 2.705 28.986 0.335
Br 18.103 1.955 32.594 0.300
Br 16.786 -0.510 29.320 0.292
```

***

No. 3
Density functional theory data (the ωB97M-V functional and the def2-TZVPD basis) for a molecular structure, C3H2I3N at a distorted geometry.

- lowest unoccupied orbital energy (eV) = -0.813
- multiplicity = 1
- ΔE to the lowest compared entry with this formula, charge and spin (kcal/mol) = 14.85
- calculated total energy (eV) = -28933.1008
- HOMO (eV) = -9.52

The geometry in XYZ format:
```
9
Properties=species:S:1:pos:R:3:nbo_charge:R:1
C -1.027 0.192 1.223 0.148
C 1.071 -0.218 -0.296 -0.437
C -0.836 -0.093 -0.154 -0.508
N -1.007 0.486 2.330 -0.261
I 2.041 1.671 -0.590 0.138
I -1.478 1.547 -1.323 0.277
I -1.469 -2.070 -0.637 0.250
H 1.492 -0.626 0.515 0.194
H 1.213 -0.888 -1.069 0.199
```

***

No. 4
Density functional theory data (the ωB97M-V functional and the def2-TZVPD basis) for a molecular structure, CH4ClN2O at a distorted geometry.

- lowest unoccupied orbital energy (eV) = -6.804
- total charge = +1
- multiplicity = 1
- ΔE to the lowest compared entry with this formula, charge and spin (kcal/mol) = 54.99
- calculated total energy (eV) = -18641.3466
- HOMO (eV) = -15.89

The geometry in XYZ format:
```
9
Properties=species:S:1:pos:R:3:nbo_charge:R:1
C 0.198 0.010 -0.056 0.840
N 0.005 -1.253 -0.111 -0.731
N -1.296 1.083 -0.224 -0.726
O 1.188 0.749 0.087 -0.420
Cl 2.840 0.092 0.178 0.339
H -0.916 -1.648 -0.255 0.468
H 0.797 -1.893 -0.050 0.453
H -1.878 0.830 0.573 0.384
H -0.938 2.030 -0.143 0.392
```